Density functional theory data (wB97M-V/def2-TZVPD) for a molecular structure, CHCl3S at a distorted geometry.

```
6
Properties=species:S:1:pos:R:3:forces:R:3
Cl -0.4245 -0.5726 1.6861 0.6 0.4 1.2
Cl -1.6501 -1.1724 -0.6776 -1.1 0.5 -1.0
Cl 2.3843 0.8255 0.0192 0.0 0.1 0.0
S 1.0452 -0.1325 -1.1447 -1.5 -0.1 1.5
C -0.6690 0.0003 0.1073 3.3 -1.7 -1.6
H -0.6859 1.0517 0.0098 -1.4 0.9 -0.1
```
Positions in Å, forces in eV/Å.

Relative energy (zero: lowest compared OMol25 entry of this formula, charge and spin) (eV): 0.656
E_tot (a.u.): -1817.41910
HOMO level (eV): -9.344